w.
Here is a 2-piece molecular cluster, C4H13N3O overall from the Open Molecules 2025 dataset. Energies are from ωB97M-V with the def2-TZVPD basis set.

Summary:
SMILES: N/C=N\CCCN.O
Gap between HOMO and LUMO in eV: 9.4
LUMO energy in eV: 0.670

ORCA input file:
```
! RIJCOSX wB97M-V def2-TZVPD def2/J DEFGRID3
* xyz 0 1
C 1.195 -0.403 1.015
C 1.128 -0.089 -0.423
C 0.111 0.832 -0.975
N -1.626 -1.592 -0.956
C -1.251 -0.895 -2.020
N -0.612 0.225 -2.125
N 1.954 0.683 1.775
H 1.495 -1.438 1.287
H 0.169 -0.411 1.457
H 2.090 0.344 -0.705
H 1.126 -1.046 -1.071
H 0.686 1.738 -1.448
H -0.589 1.381 -0.275
H -2.289 -2.299 -1.207
H -1.121 -1.633 -0.101
H -1.582 -1.279 -2.994
H 1.819 1.623 1.321
H 2.927 0.476 1.778
H -1.270 1.759 2.043
H -2.205 0.560 1.967
O -2.156 1.463 1.655
*
```

***

x.
Here is a 2-piece molecular cluster, C4H13N3O overall from the Open Molecules 2025 dataset. Energies are from ωB97M-V with the def2-TZVPD basis set.

Summary:
SMILES: C=C(N)[C@@H](N)O.CN
Gap between HOMO and LUMO in eV: 9.0
LUMO energy in eV: 0.938

ORCA input file:
```
! RIJCOSX wB97M-V def2-TZVPD def2/J DEFGRID3
* xyz 0 1
C -1.298 -0.882 0.487
C -0.930 0.696 0.765
N -1.786 -1.004 -0.865
N -1.260 1.562 -0.264
C -0.540 1.091 1.978
O -0.251 -1.716 0.784
H 0.673 -1.279 0.445
H -2.125 -1.105 1.173
H -2.343 -1.844 -0.965
H -1.013 -1.014 -1.520
H -1.492 2.505 0.016
H -1.922 1.171 -0.920
H -0.453 2.136 2.239
H -0.212 0.371 2.707
C 2.186 -0.103 -1.445
N 1.865 -0.346 -0.042
H 2.688 -0.612 0.480
H 1.445 0.499 0.380
H 2.409 -1.052 -1.935
H 3.043 0.576 -1.576
H 1.317 0.352 -1.921
*
```

***

Consider the structures shown above. The most stable of them is x.